No. 1
Here is a structure of composition C33H35Cl5N4P2Re from OMol25. Energies are from ωB97M-V/def2-TZVPD.

Geometry as XYZ:
```
80
Properties=species:S:1:pos:R:3:forces:R:3
Re 0.421 -0.409 1.038 -2.43 -2.10 4.92
C -1.638 2.919 3.982 0.12 -1.65 0.30
C -2.291 2.365 2.965 -0.67 0.02 0.90
C -2.009 2.480 1.519 -0.44 -0.46 -0.90
C -0.605 2.803 0.998 -1.43 0.02 0.04
C 0.429 1.686 0.833 1.83 1.96 1.44
C 1.173 1.458 2.110 -0.80 1.75 -2.62
C 0.957 2.296 3.430 -1.33 -1.00 -0.46
C -0.193 3.314 3.909 0.61 -0.31 0.46
C 1.709 -1.974 1.337 1.92 -0.81 0.01
H -2.087 2.805 5.000 0.52 0.17 -0.96
H -3.181 1.783 3.222 -0.13 0.53 -0.22
H -2.645 3.273 1.071 -0.02 -0.30 0.57
H -2.399 1.550 1.054 0.24 0.29 -0.05
H -0.835 3.247 0.032 0.68 -0.03 -0.21
H -0.194 3.614 1.637 0.01 -0.71 -0.80
H 0.983 1.916 -0.062 0.77 0.15 -0.03
H 2.227 1.344 1.830 0.10 -0.58 0.83
H 1.804 2.943 3.440 1.07 0.25 -0.09
H 1.097 1.567 4.199 0.16 -0.20 0.75
H 0.080 3.488 4.963 0.32 0.10 -0.48
H -0.034 4.253 3.398 -0.02 0.37 -0.04
H 2.642 -1.636 1.841 -0.51 -0.42 -0.16
H 1.954 -2.636 0.478 0.07 0.37 0.85
H 1.130 -2.599 2.012 -0.26 0.03 0.43
P 1.733 -0.959 -0.937 2.23 -1.12 -5.96
P -1.761 -0.058 -1.211 -1.61 1.28 -5.82
N 3.295 -0.334 -1.481 -1.68 -0.14 1.14
N 2.230 -2.683 -1.813 -1.43 0.92 0.95
N -1.854 1.396 -2.524 -0.47 -1.62 1.42
N -3.376 -0.794 -2.063 0.64 -0.30 0.27
C 0.703 -0.358 -2.351 0.09 0.01 0.43
C -0.665 -1.149 -2.329 -0.13 0.66 0.31
C 4.528 -0.521 -0.883 0.45 0.19 0.51
C 5.379 0.430 -1.382 0.39 -0.15 -0.02
C 4.669 1.218 -2.325 -1.43 -0.49 -0.04
C 3.378 0.717 -2.380 1.30 0.91 0.33
C 3.095 -3.629 -1.296 0.04 -0.55 -0.08
C 3.531 -4.466 -2.318 0.25 0.33 0.90
C 2.938 -4.036 -3.526 -0.91 1.51 0.56
C 2.123 -2.948 -3.189 -0.30 0.05 -0.40
C -2.144 2.725 -2.266 0.64 0.84 0.47
C -2.019 3.475 -3.438 -0.25 -1.48 0.85
C -1.755 2.536 -4.486 -0.49 -0.67 0.91
C -1.754 1.272 -3.912 0.98 -0.10 -0.28
C -4.358 -0.127 -2.777 1.26 0.08 1.09
C -5.253 -1.040 -3.330 0.07 -2.38 -0.09
C -4.799 -2.326 -2.969 -0.69 2.08 -0.79
C -3.600 -2.142 -2.271 0.39 1.37 1.08
H 1.179 -0.386 -3.365 -0.42 -0.10 1.11
H 0.609 0.726 -2.027 -0.34 -0.94 -0.77
H -1.007 -1.296 -3.411 0.11 0.14 1.87
H -0.654 -2.131 -1.769 0.47 0.75 -0.85
H 4.705 -1.334 -0.178 -0.10 0.34 -0.29
H 6.441 0.547 -1.178 -0.36 -0.21 0.12
H 5.024 2.053 -2.904 0.14 -0.11 -0.07
H 2.541 0.989 -2.983 0.03 0.30 -0.13
H 3.223 -3.697 -0.221 0.48 -0.11 -0.40
H 4.243 -5.278 -2.186 -0.29 0.22 -0.03
H 3.081 -4.403 -4.540 -0.14 -0.05 0.45
H 1.374 -2.441 -3.821 0.84 -0.24 0.46
H -2.328 3.016 -1.224 0.02 0.06 -0.81
H -2.143 4.538 -3.522 -0.03 0.11 0.00
H -1.616 2.739 -5.539 -0.08 -0.01 0.12
H -1.561 0.305 -4.375 -0.08 0.52 0.08
H -4.356 0.939 -2.843 0.00 0.47 0.02
H -6.081 -0.807 -3.977 -0.13 0.07 0.15
H -5.245 -3.258 -3.181 -0.34 -0.76 -0.32
H -2.899 -2.864 -1.890 -0.07 -0.24 0.04
Cl -2.151 -1.921 2.205 -0.05 0.20 0.39
C -1.347 -1.517 3.753 -0.44 -0.24 0.92
C -0.102 -0.930 3.552 0.05 -0.13 -0.69
C 0.703 -0.901 4.705 -0.82 0.23 0.53
Cl 2.409 -0.779 4.501 0.23 0.41 0.11
C 0.166 -1.054 6.026 0.02 -0.43 -1.45
Cl 1.159 -0.791 7.387 0.12 0.05 -0.03
C -1.147 -1.554 6.203 0.37 0.04 -1.48
Cl -1.699 -1.858 7.782 -0.33 -0.08 -0.15
C -1.898 -1.897 5.039 0.68 0.39 -0.78
Cl -3.378 -2.805 5.202 0.74 0.65 -0.32
```
Positions in Å, forces in eV/Å.

Properties
total charge: +2
<S²>: 3.82
LUMO level (alpha / beta): -7.999 / -9.191 eV
spin multiplicity: 4
gap between HOMO and LUMO (alpha / beta): 5.006 / 3.815 eV

***

No. 2
Here is a structure of composition C31H28AsBCoF10O4 from OMol25. Energies are from ωB97M-V/def2-TZVPD.

Geometry as XYZ:
```
76
Properties=species:S:1:pos:R:3:forces:R:3
Co 0.034 0.600 0.846 0.30 0.01 0.43
C -3.184 -4.331 -0.232 -0.01 -0.03 0.03
C -1.740 -4.014 -0.530 -0.01 0.16 -0.03
C -0.924 -5.194 -1.002 -0.01 -0.03 0.02
O -1.153 -3.453 0.665 0.12 -0.05 -0.14
C -0.428 -2.343 0.283 -0.01 -0.35 0.21
C -1.132 -1.823 -0.959 0.01 -0.08 -0.16
O -1.661 -2.982 -1.524 -0.13 0.02 0.12
C 0.650 -1.891 -2.541 -0.01 0.00 -0.09
O -0.231 -1.138 -1.786 -0.11 0.16 -0.12
C 2.028 -1.777 -2.215 0.06 -0.07 -0.03
C 3.041 -2.371 -3.001 0.04 -0.01 -0.06
C 4.369 -2.268 -2.640 0.00 0.00 0.00
C 4.752 -1.563 -1.502 -0.04 -0.01 0.03
C 3.777 -0.931 -0.736 0.01 -0.02 -0.07
C 2.449 -1.035 -1.094 -0.08 0.17 0.12
C 0.076 -2.512 -3.734 0.09 0.04 0.14
C 0.458 -3.780 -4.176 0.01 -0.09 -0.03
C -0.138 -4.347 -5.291 0.00 0.02 0.01
C -1.122 -3.655 -5.985 0.02 0.02 0.01
C -1.507 -2.392 -5.552 0.02 0.01 0.01
C -0.917 -1.825 -4.437 -0.10 -0.02 -0.02
C -1.234 -1.605 2.468 -0.01 -0.01 0.05
O -0.417 -1.363 1.345 -0.02 0.24 -0.35
C -0.557 -2.096 3.615 -0.04 -0.04 -0.01
C -1.146 -2.017 4.894 -0.01 0.00 0.01
C -0.471 -2.471 6.008 0.01 0.00 -0.03
C 0.805 -3.014 5.888 -0.02 0.00 -0.01
C 1.405 -3.086 4.636 0.01 0.02 0.00
C 0.743 -2.631 3.514 0.00 0.03 -0.01
C -2.637 -1.288 2.311 0.04 -0.08 0.13
C -3.613 -2.100 2.904 -0.07 0.01 0.02
C -4.959 -1.824 2.736 0.03 0.02 -0.03
C -5.363 -0.738 1.967 0.04 -0.01 0.03
C -4.407 0.076 1.375 0.01 0.01 0.00
C -3.060 -0.196 1.548 0.02 0.08 -0.13
H -3.244 -5.066 0.570 0.00 0.00 0.00
H -3.664 -4.736 -1.121 0.00 0.00 -0.02
H -3.705 -3.425 0.079 0.00 0.02 0.00
H -0.944 -5.986 -0.255 0.00 -0.02 0.01
H 0.108 -4.890 -1.177 0.01 0.02 0.01
H -1.337 -5.571 -1.937 0.00 0.00 -0.02
H 0.626 -2.568 0.070 -0.08 0.06 0.10
H -1.918 -1.098 -0.718 0.07 0.02 -0.01
H 2.779 -2.892 -3.911 0.02 0.03 0.02
H 5.122 -2.732 -3.263 0.01 0.00 0.00
H 5.795 -1.487 -1.229 0.01 0.00 0.00
H 4.052 -0.342 0.128 0.00 0.01 0.03
H 1.708 -0.481 -0.529 0.09 -0.09 -0.01
H 1.196 -4.344 -3.620 -0.01 -0.01 0.00
H 0.159 -5.337 -5.613 0.00 0.00 0.00
H -1.586 -4.098 -6.856 -0.01 -0.01 -0.01
H -2.271 -1.845 -6.089 0.00 0.00 -0.01
H -1.213 -0.840 -4.100 0.00 0.01 0.00
H -2.118 -1.559 5.009 -0.01 0.01 -0.02
H -0.933 -2.385 6.982 0.00 0.00 0.01
H 1.332 -3.362 6.765 0.01 0.00 0.01
H 2.404 -3.488 4.537 0.01 -0.01 0.00
H 1.234 -2.674 2.552 0.00 -0.01 -0.01
H -3.305 -2.967 3.472 0.01 0.00 0.00
H -5.697 -2.468 3.197 -0.01 0.00 0.00
H -6.415 -0.527 1.833 -0.02 0.00 0.00
H -4.706 0.932 0.786 -0.01 0.01 -0.01
H -2.341 0.483 1.091 -0.14 -0.05 0.02
F 1.830 0.315 1.866 0.10 -0.06 -0.07
As 1.486 1.581 3.136 0.04 0.22 -0.07
F 3.109 2.066 3.134 0.03 -0.04 0.01
F 1.116 2.565 1.736 0.01 -0.06 0.05
F 0.938 2.767 4.213 -0.01 -0.01 0.02
F -0.217 0.980 2.881 -0.04 0.09 0.02
F 1.704 0.401 4.338 -0.03 -0.02 -0.01
F 0.973 3.295 -1.514 0.13 0.09 0.12
B -0.017 2.552 -2.020 0.04 -0.05 0.11
F -0.570 1.714 -0.472 -0.17 -0.11 -0.28
F 0.341 1.493 -2.763 0.03 -0.19 -0.03
F -1.161 3.161 -2.338 -0.22 0.08 -0.01
```
Positions in Å, forces in eV/Å.

Properties
<S²>: 8.83
LUMO level (alpha / beta): 0.322 / -1.397 eV
spin multiplicity: 6
gap between HOMO and LUMO (alpha / beta): 7.489 / 7.978 eV

***

No. 3
Here is a cluster of 8 separate species, C44H39Cl2N7O14 in total from OMol25. Energies are from ωB97M-V/def2-TZVPD.

Geometry as XYZ:
```
106
Properties=species:S:1:pos:R:3:forces:R:3
Cl -3.413 -3.605 -3.929 -0.03 -0.13 -0.10
C -1.876 -4.494 -3.734 0.23 -0.19 -0.94
C -1.220 -4.218 -2.413 1.48 -0.27 -1.19
Cl -2.274 -4.671 -1.159 -1.31 -0.27 2.02
H -1.260 -4.269 -4.604 0.13 0.44 0.32
H -2.049 -5.566 -3.832 -0.51 0.07 0.27
H -0.804 -3.222 -2.262 -0.40 0.06 -0.24
H -0.396 -4.928 -2.342 0.33 0.19 -0.17
C -4.660 7.346 -0.896 -0.04 -1.29 -0.10
C -5.953 6.816 -0.697 1.50 -0.70 0.21
C -6.064 5.426 -0.485 0.33 -0.23 -0.96
C -4.971 4.549 -0.770 -3.19 1.20 0.38
C -3.775 5.099 -1.124 1.10 -1.42 0.82
C -3.589 6.446 -1.062 -0.41 1.83 0.37
N -5.211 3.062 -0.772 -2.56 1.32 1.59
O -4.281 2.430 -1.134 1.45 -1.69 -0.73
O -6.310 2.603 -0.379 2.16 1.19 -0.85
H -4.457 8.407 -0.895 -0.17 0.07 -0.08
H -6.807 7.476 -0.687 -0.12 -0.14 0.34
H -7.023 5.014 -0.207 0.00 -0.19 -0.09
H -2.904 4.462 -1.183 0.04 -0.19 -0.41
H -2.571 6.805 -1.024 0.04 0.22 -0.46
C 5.342 -2.916 1.182 -0.63 -1.65 0.49
C 6.002 -2.265 2.201 0.35 0.79 -1.58
C 6.107 -2.731 3.472 -0.22 0.22 1.87
C 5.443 -3.877 3.886 0.24 -1.05 -1.96
C 4.680 -4.550 2.874 0.59 0.23 -0.41
C 4.650 -4.106 1.509 0.98 0.89 1.80
N 5.835 -4.553 5.206 -2.28 -0.82 -0.69
O 6.062 -3.861 6.162 0.63 0.66 -0.06
O 5.725 -5.777 5.255 0.40 0.97 -0.53
H 5.437 -2.571 0.163 -0.20 0.07 -0.05
H 6.565 -1.384 1.929 0.01 0.21 0.15
H 6.656 -2.085 4.141 0.23 -0.44 0.43
H 4.146 -5.469 3.065 0.18 -0.10 0.39
H 4.194 -4.716 0.744 -0.28 0.02 0.17
C 4.318 -4.641 -2.411 -2.75 -1.22 1.88
C 3.095 -5.309 -2.196 -0.29 0.20 0.24
C 2.499 -6.145 -3.144 0.36 0.06 1.03
C 3.160 -6.267 -4.305 1.99 1.27 -1.84
C 4.340 -5.491 -4.615 -1.24 -1.62 0.13
C 4.959 -4.799 -3.596 0.33 1.01 -1.20
N 2.571 -7.119 -5.349 2.31 0.93 -2.34
O 1.540 -7.694 -5.202 -1.31 -0.55 0.94
O 3.219 -7.156 -6.405 -0.51 -0.12 0.83
H 4.578 -4.028 -1.561 0.73 0.24 -0.34
H 2.550 -5.120 -1.284 0.13 -0.01 0.20
H 1.610 -6.754 -3.071 -0.23 0.26 0.64
H 4.696 -5.477 -5.634 0.17 -0.21 0.13
H 5.828 -4.180 -3.768 0.24 -0.23 -0.34
C -1.978 1.819 -3.734 -0.15 0.26 -0.67
C -0.624 2.090 -3.843 -0.50 -1.43 0.73
C 0.236 1.005 -4.112 -0.24 0.03 -0.84
C -0.318 -0.264 -4.403 0.24 0.50 -0.68
C -1.697 -0.481 -4.366 0.45 -0.17 -0.32
C -2.510 0.576 -4.035 -0.30 0.22 0.94
N 0.578 -1.354 -4.941 3.67 -1.02 0.64
O 0.091 -2.450 -5.264 0.69 2.59 0.54
O 1.876 -1.141 -4.937 -5.10 -0.45 -0.15
H -2.606 2.670 -3.517 -0.38 -0.16 0.19
H -0.444 3.115 -3.556 1.29 -0.08 -0.34
H 1.297 1.131 -4.272 0.09 -0.01 0.24
H -2.194 -1.406 -4.621 0.50 -0.26 0.01
H -3.564 0.394 -3.884 -0.14 0.06 -0.27
C -2.378 8.175 2.479 -0.40 0.24 -0.07
C -3.412 7.347 2.833 -0.03 -0.92 -0.17
C -3.318 5.989 2.565 0.52 -0.79 -1.00
C -2.167 5.505 1.866 -0.63 0.01 1.24
C -1.134 6.343 1.571 0.65 -0.11 -1.17
C -1.250 7.659 1.864 -0.28 2.39 -0.10
N -1.929 4.071 1.630 0.27 -2.04 0.79
O -0.916 3.560 1.186 1.07 2.22 -1.01
O -2.750 3.305 2.062 -2.59 -0.05 0.78
H -2.651 9.210 2.626 0.98 0.39 -0.12
H -4.293 7.816 3.244 -0.19 -0.42 0.17
H -4.161 5.347 2.772 0.20 -0.28 0.07
H -0.297 6.094 0.936 0.08 -0.74 0.29
H -0.533 8.350 1.444 0.31 0.02 0.27
C -0.233 1.036 3.557 -0.11 -1.66 -0.99
C 0.654 0.015 3.818 1.37 -0.05 1.87
C 1.272 -0.027 5.083 0.37 -0.05 -0.19
C 0.997 0.948 6.042 -0.64 -1.02 -1.08
C -0.014 1.821 5.764 -1.11 2.29 1.25
C -0.651 1.867 4.569 -0.25 -0.40 -2.11
N 1.543 0.873 7.359 2.08 0.64 4.13
O 2.058 -0.209 7.731 -1.22 2.23 -1.09
O 1.537 1.910 8.130 -0.39 -3.02 -2.86
H -0.672 0.985 2.572 -0.26 0.66 0.07
H 0.935 -0.792 3.157 -0.21 0.27 -0.46
H 1.993 -0.797 5.314 -0.01 -0.07 0.04
H -0.396 2.574 6.438 0.46 -0.27 0.79
H -1.509 2.455 4.279 0.06 0.63 0.74
C -2.008 -0.121 0.916 0.38 -0.69 -1.12
C -1.419 0.208 -0.328 -0.69 -0.81 1.70
C -0.409 -0.624 -0.767 1.41 0.84 -1.96
C 0.091 -1.706 -0.100 -2.07 -0.17 1.60
C -0.632 -2.073 1.041 2.97 -1.83 0.21
C -1.600 -1.315 1.559 -2.42 2.44 -0.20
N 1.208 -2.517 -0.578 -0.91 1.92 -0.85
O 1.470 -2.334 -1.758 0.59 -0.77 0.27
O 1.799 -3.205 0.212 0.39 -0.68 0.12
H -2.814 0.430 1.378 0.01 0.33 -0.23
H -1.717 1.014 -0.981 -0.14 0.19 0.34
H 0.079 -0.339 -1.687 0.05 -0.05 -0.19
H -0.254 -2.909 1.610 -0.20 -0.40 -0.07
H -2.201 -1.567 2.420 0.45 -0.39 0.27
```
Positions in Å, forces in eV/Å.

Properties
LUMO level: -1.362 eV
gap between HOMO and LUMO: 8.278 eV

***

No. 4
Here is a structure of composition C20H21ClN5PtS2Se2 from OMol25. Energies are from ωB97M-V/def2-TZVPD.

Geometry as XYZ:
```
52
Properties=species:S:1:pos:R:3:forces:R:3
Pt -0.180 -0.336 -0.453 0.43 -0.11 -0.26
C 2.115 -0.625 -3.476 -0.03 -0.04 0.01
C 2.495 -1.306 -2.207 0.09 -0.01 0.07
N 1.936 -1.098 -1.046 -0.07 -0.22 0.16
C 2.562 -1.807 -0.033 -0.22 0.27 0.09
C 3.579 -2.592 -0.449 0.16 -0.11 0.00
S 3.792 -2.420 -2.133 0.07 0.01 -0.08
C 2.119 -1.570 1.344 -0.17 0.06 -0.11
C 2.710 -1.984 2.489 0.12 -0.07 0.12
S 1.836 -1.404 3.837 -0.01 0.01 0.09
C 0.713 -0.624 2.803 -0.04 0.05 0.03
N 0.988 -0.803 1.542 0.11 -0.01 -0.20
C -0.436 0.187 3.304 0.06 -0.07 0.01
H 1.595 0.300 -3.241 0.00 0.01 0.01
H 1.464 -1.253 -4.085 -0.03 -0.01 0.01
H 3.003 -0.394 -4.065 -0.02 0.01 0.01
H 4.218 -3.234 0.139 -0.06 0.05 -0.04
H 3.606 -2.573 2.607 -0.09 0.05 0.00
H -0.976 -0.336 4.094 0.01 -0.01 -0.02
H -1.109 0.402 2.476 0.03 0.02 0.01
H -0.083 1.139 3.704 0.01 -0.01 -0.03
Cl -0.573 -3.228 -0.525 -0.08 0.07 0.08
C -1.497 -1.927 0.250 -0.14 -0.13 -0.07
H -1.499 -2.072 1.324 0.07 0.04 0.03
H -2.494 -1.895 -0.177 -0.02 0.01 -0.02
C -4.183 3.672 -1.233 0.05 -0.10 0.06
N -3.580 2.532 -0.547 -0.04 0.10 -0.09
C -4.175 1.747 0.410 0.05 0.07 -0.03
C -3.257 0.798 0.741 0.13 -0.11 -0.01
N -2.113 0.996 0.003 -0.18 -0.09 -0.04
C -2.347 2.039 -0.767 -0.12 0.12 0.20
H -4.884 4.161 -0.564 0.01 0.00 0.03
H -4.709 3.349 -2.130 -0.01 -0.04 -0.01
H -3.406 4.381 -1.504 0.03 0.00 0.01
H -5.169 1.937 0.778 0.05 0.01 -0.05
H -3.346 0.002 1.463 0.01 0.04 -0.05
H -1.640 2.482 -1.453 -0.05 -0.03 0.03
Se 0.550 3.573 1.675 -0.03 0.05 0.00
C 0.644 2.393 0.393 0.10 -0.28 -0.28
N 0.707 1.595 -0.484 -0.21 0.36 0.22
Se -1.520 -0.741 -2.823 0.05 -0.13 0.05
C -1.112 -0.035 -4.510 -0.07 0.12 0.16
C -1.417 -0.801 -5.641 -0.01 0.07 -0.11
C -1.143 -0.292 -6.900 0.01 0.02 0.03
C -0.600 0.982 -7.034 -0.01 -0.03 0.02
C -0.313 1.750 -5.909 -0.01 0.00 0.01
C -0.555 1.242 -4.645 0.09 0.02 -0.08
H -1.861 -1.781 -5.525 -0.01 0.03 0.00
H -1.368 -0.882 -7.779 0.01 0.01 0.02
H -0.403 1.381 -8.021 0.00 -0.02 0.03
H 0.103 2.743 -6.021 0.00 -0.04 0.00
H -0.314 1.824 -3.763 -0.01 -0.03 0.00
```
Positions in Å, forces in eV/Å.

Properties
total charge: +1
<S²>: 6.04
LUMO level (alpha / beta): -2.237 / -5.299 eV
spin multiplicity: 5
gap between HOMO and LUMO (alpha / beta): 7.587 / 5.259 eV

***

| no. | calculated total energy (eV) |
| --- | --- |
| 1 | -124041.624 |
| 2 | -167115.681 |
| 3 | -110378.512 |
| 4 | -196654.982 |